## w
Density functional theory data (the ωB97M-V functional and the def2-TZVPD basis) for a cluster of 2 separate species, C4H12NOS in total.

As for the net charge: -1. For the LUMO energy, the calculation gives 3.3 eV. The calculation puts the HOMO energy at -2.21 eV. The calculation puts the orbital gap at 5.467 eV.

Atoms and positions in Å:
C -0.99700 -0.23432 0.99972
N 0.16196 -0.34055 0.10161
C 1.30259 0.55205 0.42138
C 2.38125 0.49894 -0.65295
S 3.24713 2.11631 -0.74303
C -1.90798 -1.45097 0.85644
H -1.56820 0.64657 0.69959
H -0.63261 -0.19048 2.03614
H 0.43121 -1.32373 0.15701
H 0.84387 1.53849 0.39662
H 1.77417 0.31028 1.38269
H 3.12798 -0.28788 -0.55547
H 1.93706 0.39014 -1.64215
H -1.45615 -2.30686 1.36388
H -1.99100 -1.68725 -0.20479
H -2.84993 -1.24047 1.35879
H -1.49538 0.37377 -2.33945
H -0.94392 1.32599 -1.37585
O -1.36505 1.30997 -2.26017

## x
Density functional theory data (the ωB97M-V functional and the def2-TZVPD basis) for a cluster of 2 separate species, C4H12NOS in total.

As for the net charge: -1. For the LUMO energy, the calculation gives 3.2 eV. The calculation puts the HOMO energy at -2.26 eV. The calculation puts the orbital gap at 5.447 eV.

Atoms and positions in Å:
C -1.13275 0.76936 -0.57000
C -2.61300 0.34272 -0.89722
S -3.65313 1.55281 -1.86977
C -0.42070 -0.19227 0.34502
N 0.97255 0.12582 0.43614
C 1.80514 0.08630 -0.85091
H -0.54034 0.76170 -1.53459
H -1.15666 1.79512 -0.19705
H -3.17166 0.33371 -0.04266
H -2.51329 -0.50457 -1.46708
H -0.84899 0.04502 1.36907
H -0.61583 -1.16635 -0.08008
H 1.16933 1.04903 0.91396
H 1.99118 1.07865 -1.15048
H 1.48556 -0.50934 -1.55409
H 2.61609 -0.49414 -0.49992
H 1.63529 -1.54188 3.06303
H 2.43746 -1.84213 1.85755
O 2.55377 -1.68954 2.72910

## y
Density functional theory data (the ωB97M-V functional and the def2-TZVPD basis) for a cluster of 2 separate species, C4H12NOS in total.

As for the net charge: -1. For the LUMO energy, the calculation gives 3.4 eV. The calculation puts the HOMO energy at -2.53 eV. The calculation puts the orbital gap at 5.960 eV.

Atoms and positions in Å:
C -1.09185 1.00433 0.78611
C -2.19524 -0.01535 0.52027
S -3.79685 0.74881 1.09865
C 0.15543 0.68407 -0.01701
N 0.81230 -0.63368 0.19629
C 0.50919 -1.64543 -0.85536
H -0.73051 0.86786 1.81829
H -1.43787 2.03126 0.71473
H -2.27078 -0.23370 -0.55059
H -2.05013 -0.99094 1.00567
H 0.92973 1.47546 0.12987
H 0.02124 0.77768 -1.13767
H 0.19729 -0.97242 0.93491
H 0.68242 -1.23216 -1.85117
H 0.91903 -2.65754 -0.71595
H -0.59000 -1.63985 -0.80146
H 2.96124 0.10608 -0.32878
H 3.28543 1.58167 -0.59947
O 3.68994 0.74385 -0.34733

## z
Density functional theory data (the ωB97M-V functional and the def2-TZVPD basis) for a cluster of 2 separate species, C4H12NOS in total.

As for the net charge: -1. For the LUMO energy, the calculation gives 3.3 eV. The calculation puts the HOMO energy at -2.40 eV. The calculation puts the orbital gap at 5.752 eV.

Atoms and positions in Å:
C -0.80770 1.56268 -0.21291
C -0.44570 1.78400 1.25148
S -1.07029 3.32100 1.97427
C -0.08514 0.39296 -0.89110
N -0.07063 -0.86119 -0.14536
C 0.84740 -1.18345 0.94790
H -1.89754 1.44173 -0.30314
H -0.68311 2.45135 -0.81086
H 0.64137 1.76209 1.31436
H -0.80954 0.90914 1.78467
H -0.59695 0.22253 -1.84400
H 0.95482 0.65204 -1.10276
H -1.01808 -1.05006 0.16233
H 1.81938 -0.74743 0.71764
H 0.94552 -2.26273 1.04223
H 0.49891 -0.72729 1.87503
H 0.47966 -2.12030 -1.28925
H 0.27411 -2.90935 -2.51189
O 1.02350 -2.63771 -1.95863

Which of them is the most stable, and which is the least stable? z and x, in that order.

## w
Density functional theory data (the ωB97M-V functional and the def2-TZVPD basis) for the molecule C4H5NO3.

As for the net charge: 0. For the LUMO energy, the calculation gives 0.6 eV. The SMILES is Oc1ccn(O)c1O. The calculation puts the HOMO energy at -7.68 eV. The calculation puts the orbital gap at 8.246 eV.

Atoms and positions in Å:
C 1.07973 0.06333 -0.11705
C 0.65051 -1.30644 -0.02291
C -0.70221 -1.36518 -0.04499
C -0.08035 0.85978 -0.12094
H 2.93777 -0.08500 0.12100
H 1.41533 -2.11711 -0.19040
H -1.50308 -2.12166 -0.03669
H -2.67850 0.36631 0.61077
H 0.24725 2.55865 0.67019
N -1.14456 0.00613 -0.16387
O 2.35311 0.51786 -0.28109
O -2.38566 0.38609 -0.32567
O -0.18935 2.23725 -0.09836

## x
Density functional theory data (the ωB97M-V functional and the def2-TZVPD basis) for a structure of composition C4H5NO3.

As for the net charge: 0. For the LUMO energy, the calculation gives 0.5 eV. The calculation puts the HOMO energy at -8.72 eV. The calculation puts the orbital gap at 9.227 eV.

Atoms and positions in Å:
C -0.84566 0.38443 -0.07321
C 0.13313 1.28764 0.04244
C -2.93296 0.01410 -0.03789
C 1.09493 0.08615 0.16288
N -0.07320 -0.85937 0.08732
O -3.79533 0.78484 -0.19470
O -3.05468 -1.34124 0.15179
O 0.47601 2.60907 0.16001
H 1.89580 -0.05318 -0.61546
H 1.77193 0.03253 1.09935
H -2.25175 -1.69253 0.32937
H -0.05621 -1.50129 -0.69029
H -0.36708 3.23080 0.28012

## y
Density functional theory data (the ωB97M-V functional and the def2-TZVPD basis) for the molecule C4H5NO3.

As for the net charge: 0. For the LUMO energy, the calculation gives 0.2 eV. The SMILES is N/C=C(\O)C(O)=C=O. The calculation puts the HOMO energy at -8.02 eV. The calculation puts the orbital gap at 8.262 eV.

Atoms and positions in Å:
C -1.46451 -0.44411 -0.23407
C -1.77496 0.83329 -0.03022
C -0.01132 -0.45865 0.15075
C 0.64201 0.49686 -0.51927
N 1.96284 0.84928 -0.34329
O -1.88936 1.89477 0.49251
O 0.37117 -1.33398 1.21955
O -2.21477 -1.63007 -0.65214
H 0.24565 0.86447 -1.34547
H 2.26928 1.80672 -0.41507
H 1.03943 -1.03590 1.79874
H 2.35741 0.49027 0.48203
H -1.53286 -2.33296 -0.60406

## z
Density functional theory data (the ωB97M-V functional and the def2-TZVPD basis) for the molecule C4H5NO3.

As for the net charge: 0. For the LUMO energy, the calculation gives 0.6 eV. The SMILES is C#CCOC(=O)NO. The calculation puts the HOMO energy at -9.75 eV. The calculation puts the orbital gap at 10.321 eV.

Atoms and positions in Å:
C -0.99597 0.74764 -0.23052
C 1.04924 0.58879 0.81645
C 1.99953 -0.13470 -0.00763
C 2.63277 -0.80339 -0.78685
H -1.38733 -1.92635 0.10411
H -3.10273 0.29262 -0.91833
H 1.30685 0.34596 1.86397
H 0.72853 1.72157 0.87514
H 3.11991 -1.38389 -1.54900
N -2.21267 0.03990 -0.38528
O -2.34251 -1.29812 0.11595
O -0.60429 1.86727 -0.53868
O -0.19132 -0.05731 0.64068

Which of them is the most stable, and which is the least stable? w and z, in that order.

## w
Density functional theory data (the ωB97M-V functional and the def2-TZVPD basis) for a cluster of 2 separate species, C2H11N4 in total.

As for the net charge: +1. For the LUMO energy, the calculation gives -4.4 eV. The calculation puts the HOMO energy at -14.61 eV. The calculation puts the orbital gap at 10.183 eV.

Atoms and positions in Å:
C -0.28044 -1.55968 1.99847
C 0.92844 -0.05989 -1.81219
N 0.50218 0.92831 1.22274
N -1.59750 0.93874 -0.03692
N -0.92822 -0.86799 1.14147
N -0.52943 0.29537 0.56755
H -0.65951 -2.51388 2.32315
H 1.44440 -0.30218 -2.73539
H 0.64914 -1.17673 2.39425
H 1.42033 -0.58002 -0.99870
H 0.97482 1.01436 -1.67905
H -0.09684 -0.38883 -1.91437
H 1.23969 1.20892 0.58268
H 0.21384 1.71330 1.80438
H -1.36859 1.25728 -0.97303
H -1.99095 1.70528 0.50654
H -1.81750 -1.18535 0.73866

## x
Density functional theory data (the ωB97M-V functional and the def2-TZVPD basis) for a cluster of 2 separate species, C2H11N4 in total.

As for the net charge: +1. For the LUMO energy, the calculation gives -7.3 eV. The calculation puts the HOMO energy at -13.83 eV. The calculation puts the orbital gap at 6.509 eV.

Atoms and positions in Å:
C -1.09771 -0.77789 -2.23992
N -0.32359 -1.65630 -1.34903
H -0.52223 0.10256 -2.58336
H -1.93710 -0.40560 -1.70507
H -1.53536 -1.41084 -3.07628
H 0.64371 -1.78918 -1.60280
H -0.30910 -1.20389 -0.41256
N 1.10378 1.38000 0.02932
C 0.37652 0.29840 0.66363
N 0.82321 -0.01594 2.33595
N -0.97204 0.71760 0.80008
H 2.06270 1.08201 -0.16391
H 0.59508 1.48596 -0.82544
H 1.50738 -0.74113 2.16285
H 1.34929 0.88084 2.26165
H -1.32406 0.24839 1.61271
H -0.62266 1.65029 1.07577

Which of them is the most stable, and which is the least stable? w and x, in that order.